# 1
{
  "formula": "H80O40",
  "method": "ωB97M-V/def2-TZVPD",
  "lumo_energy_ev": -0.77,
  "molar_mass_g_mol": 720.6,
  "spin_multiplicity": 1,
  "e_above_lowest_kj_mol": 1908.7,
  "gap_ha": 0.297,
  "symbols": ["H", "H", "O", "H", "H", "O", "H", "H", "O", "H", "H", "O", "H", "H", "O", "H", "O", "H", "O", "H", "H", "O", "H", "H", "O", "H", "H", "O", "H", "H", "O", "H", "O", "H", "H", "O", "H", "H", "O", "H", "H", "O", "H", "H", "O", "H", "H", "O", "H", "H", "O", "H", "O", "H", "H", "O", "H", "O", "H", "H", "O", "H", "H", "O", "H", "H", "O", "H", "H", "O", "H", "H", "O", "H", "H", "O", "H", "H", "O", "H", "H", "O", "H", "H", "O", "H", "H", "O", "H", "O", "H", "H", "O", "H", "H", "H", "H", "H", "H", "O", "H", "H", "O", "H", "H", "O", "H", "H", "O", "H", "H", "O", "H", "H", "O", "H", "H", "O", "H", "H"],
  "positions_angstrom": [[-2.4134, 3.4250, 4.0617], [-1.4242, 2.9216, 4.9115], [-1.5432, 3.5933, 4.1969], [5.4720, -0.5522, 3.3357], [5.6057, 0.9120, 2.7404], [5.8383, 0.1402, 2.9568], [-2.3403, -0.8532, -4.1233], [-1.8169, 0.5653, -4.4714], [-1.4870, -0.3126, -4.1762], [1.7614, -3.4041, -1.6974], [0.4145, -3.3497, -1.3390], [1.2946, -3.5638, -1.0101], [1.6347, -3.4256, 4.1730], [1.5926, -3.1059, 2.8119], [1.4938, -2.5659, 3.7310], [0.8754, 1.6078, 4.4913], [0.7568, 2.1568, 5.1994], [3.4589, -2.5973, 1.8820], [3.4968, -1.8008, 2.3011], [1.7109, -1.0060, 0.4089], [2.3558, -2.2941, -0.1456], [2.5211, -1.3980, -0.0172], [-4.4072, 2.5039, 2.6977], [-3.2320, 1.5720, 2.5995], [-3.5502, 2.3459, 3.0783], [2.0822, -2.3946, 5.8512], [1.8643, -0.8641, 6.2424], [2.5424, -1.5028, 6.0113], [5.7541, -1.7006, 0.8618], [5.6171, -2.8513, -0.1699], [5.9949, -1.9525, -0.1200], [2.6425, -4.7270, -0.0137], [3.1454, -5.5502, 0.1885], [-0.8495, 1.1541, 2.9075], [-0.0586, 0.1288, 2.2919], [-0.8371, 0.2165, 2.9814], [-0.6357, 3.6157, 1.1144], [-0.8428, 3.2589, 2.5735], [-0.3815, 2.9134, 1.7528], [-0.2098, -1.9057, -6.6962], [-0.1875, -1.1780, -5.2782], [-0.5009, -2.0298, -5.8094], [-5.6145, -0.2899, 2.5265], [-4.6590, -0.2119, 3.5797], [-4.8069, 0.0819, 2.7057], [0.4805, -3.3096, 0.8599], [-0.8903, -3.4509, 1.3625], [-0.0154, -3.2775, 1.7333], [-0.9702, 1.9051, -0.3149], [-0.8147, 3.2031, -1.2646], [-1.3822, 2.6904, -0.7773], [-4.0743, -0.0664, -3.7530], [-3.6937, 0.0301, -2.9759], [-4.1262, -3.8793, -0.2124], [-5.1043, -3.9006, -1.3888], [-4.6728, -4.4043, -0.8612], [-0.8282, -5.0212, -3.8854], [-0.4396, -4.1557, -3.5238], [1.0489, 2.8605, -2.4719], [1.1699, 4.1248, -1.4543], [0.9654, 3.2159, -1.6111], [-0.9647, -5.2523, -1.0228], [-1.5466, -4.2719, -2.1515], [-1.6071, -4.8031, -1.1962], [-1.0146, 3.5727, -3.9062], [-1.7210, 2.5392, -5.0059], [-1.8045, 3.3390, -4.3864], [-1.5275, -1.9772, 2.0335], [-2.9122, -2.0043, 1.7377], [-2.3498, -2.4523, 2.1830], [-5.2602, -1.7667, -1.0166], [-5.0179, -2.4109, 0.2821], [-4.6445, -1.7706, -0.1979], [1.8729, 6.3438, -2.0637], [0.9808, 6.6912, -0.7728], [1.3033, 5.8430, -1.4361], [-0.3877, 6.1585, -3.1922], [0.8472, 5.4142, -3.9159], [-0.0818, 5.5311, -3.8428], [3.5918, 3.7684, -4.1730], [3.8323, 4.8781, -3.1193], [3.3280, 4.6379, -4.0305], [-5.0384, -4.6589, 1.3616], [-4.4597, -3.7565, 2.5343], [-5.0951, -3.7756, 1.7508], [-1.5007, -1.9973, -0.4843], [-1.3083, -0.2825, -0.4599], [-0.9835, -1.2881, -0.4354], [0.8576, 1.8957, 0.3698], [0.4469, 1.1204, -0.1631], [2.5520, 1.7851, 2.8662], [1.5951, 2.7621, 2.1566], [1.8133, 2.2166, 2.9383], [-3.1083, 0.6649, -2.6634], [1.4392, 2.7927, 5.0234], [-0.8226, -3.2885, -3.9826], [2.7144, -1.5418, 2.7627], [2.4841, -6.2127, 0.0416], [1.1453, 1.0956, -0.9725], [-4.0143, 3.5354, -1.5656], [-3.2043, 3.4517, -1.9336], [-4.0167, 3.7015, -0.6458], [2.4443, -0.4663, -2.9718], [1.6879, 0.0252, -3.2398], [2.2760, -0.5002, -2.1077], [2.5029, -3.8043, -3.2227], [1.6691, -3.2489, -3.3725], [1.9235, -4.6519, -3.0249], [-4.0673, 0.8195, 0.1443], [-4.4875, -0.0959, 0.1828], [-4.2000, 1.4653, -0.4877], [1.1983, 5.1853, 2.9730], [0.2283, 5.1209, 2.6989], [1.1372, 4.5029, 3.8920], [4.5262, 0.1302, 1.0963], [5.1599, -0.1800, 0.5150], [3.8854, -0.4566, 1.2940], [4.2152, 1.6036, -1.6828], [4.9342, 1.0901, -1.3150], [3.7731, 0.9437, -2.2366]],
  "mulliken_charge": [0.2938, 0.3132, -0.5694, 0.2633, 0.2529, -0.5377, 0.3473, 0.1262, -0.4190, 0.4290, -0.2972, -0.1855, 0.3393, 0.1147, -0.4950, 0.3018, -0.6198, 0.1830, -0.5209, -0.0293, 0.0136, 0.4409, 0.2997, 0.2530, -0.6354, 0.2932, 0.3073, -0.5952, 0.3443, 0.3011, -0.6869, 0.3407, -0.6861, 0.1359, 0.2493, -0.5775, 0.2519, -0.1076, -0.0673, 0.2836, 0.3262, -0.6770, 0.2096, 0.2300, -0.4298, 0.3087, 0.3934, -0.7515, 0.0382, 0.1800, -0.2437, 0.2636, -0.6124, 0.3364, 0.2374, -0.5523, 0.2969, -0.6680, 0.0014, 0.0989, 0.0408, 0.1933, 0.4326, -0.5983, 0.3431, 0.2544, -0.6066, 0.1420, 0.3971, -0.5865, 0.2368, 0.3229, -0.7138, 0.2924, 0.3235, -0.6925, 0.2844, 0.2730, -0.5741, 0.2936, 0.3495, -0.6157, 0.3326, 0.3303, -0.6781, -0.0815, -0.0685, 0.3516, -0.0416, 0.2068, 0.1852, 0.2292, -0.2777, 0.3252, 0.2879, 0.3625, 0.3233, 0.3052, -0.0415, -0.6698, 0.2637, 0.3230, -0.7053, 0.4059, 0.1032, -0.6864, 0.3079, 0.3892, -0.4272, 0.2559, 0.2724, -0.6510, 0.2883, 0.3340, -0.4841, 0.2039, 0.1541, -0.5745, 0.2389, 0.3801]
}

# 2
{
  "formula": "H80O40",
  "method": "ωB97M-V/def2-TZVPD",
  "lumo_energy_ev": -0.60,
  "molar_mass_g_mol": 720.6,
  "spin_multiplicity": 1,
  "e_above_lowest_kj_mol": 909.5,
  "gap_ha": 0.343,
  "symbols": ["H", "H", "O", "H", "H", "O", "H", "H", "O", "H", "H", "O", "H", "H", "O", "H", "O", "H", "O", "H", "H", "O", "H", "H", "O", "H", "H", "O", "H", "H", "O", "H", "O", "H", "H", "O", "H", "H", "O", "H", "H", "O", "H", "H", "O", "H", "H", "O", "H", "H", "O", "H", "O", "H", "H", "O", "H", "O", "H", "H", "O", "H", "H", "O", "H", "H", "O", "H", "H", "O", "H", "H", "O", "H", "H", "O", "H", "H", "O", "H", "H", "O", "H", "H", "O", "H", "H", "O", "H", "O", "H", "H", "O", "H", "H", "H", "H", "H", "H", "O", "H", "H", "O", "H", "H", "O", "H", "H", "O", "H", "H", "O", "H", "H", "O", "H", "H", "O", "H", "H"],
  "positions_angstrom": [[-2.4053, -0.8435, 1.4495], [-3.4851, -0.6323, 0.3683], [-2.6223, -1.1605, 0.4745], [-1.8752, -5.0258, -3.9570], [-1.6330, -4.2795, -2.5421], [-2.0906, -5.0169, -3.0202], [-2.2466, 5.9799, 2.1428], [-1.5153, 4.9700, 1.1496], [-1.8419, 5.8166, 1.2969], [3.1371, -3.3699, -3.4882], [2.7119, -1.9567, -4.1731], [3.2372, -2.7343, -4.1833], [0.6824, 2.2670, 3.5565], [-0.7412, 2.5765, 3.0294], [-0.1934, 1.8859, 3.3604], [-2.3436, -2.8891, 3.6387], [-2.2996, -3.3738, 2.7719], [5.1073, 3.1378, -1.4323], [5.5095, 3.1448, -0.5482], [1.4339, 3.5354, -2.0133], [1.4927, 5.0295, -1.6392], [0.9515, 4.2663, -1.7202], [-1.5564, -1.1133, 4.0221], [-0.6212, -1.3752, 2.8145], [-1.2487, -0.7479, 3.1575], [2.9628, 1.7539, 0.4836], [1.6450, 0.9209, 0.1508], [2.4007, 1.4933, -0.2193], [-4.6347, 0.0166, -3.4190], [-2.9989, -0.2623, -3.3144], [-3.8998, -0.5076, -3.8011], [-4.1724, 4.0038, -0.5050], [-3.8993, 4.0506, 0.4316], [4.8478, 1.8544, 3.7852], [5.7972, 2.3064, 2.8184], [4.8837, 2.0062, 2.8707], [3.1626, 2.0052, 3.4321], [2.9511, 3.3123, 3.8737], [2.4511, 2.5305, 3.8044], [0.9956, 0.3668, -4.7979], [0.9736, -0.6864, -3.5706], [1.5107, -0.2519, -4.2373], [2.1309, -2.8174, 1.9937], [0.6841, -3.4121, 2.0017], [1.5936, -3.5931, 1.8532], [4.0372, 0.1131, -1.0287], [4.4927, 0.0019, -2.4312], [4.8410, 0.1392, -1.5198], [-4.4148, -4.4798, -2.2177], [-4.9959, -3.1917, -1.8245], [-4.5353, -3.8954, -1.4405], [-6.2525, -0.1062, 1.7011], [-5.4879, -0.6715, 1.5440], [-0.5701, 3.0925, -3.8203], [-1.2877, 4.2121, -4.5251], [-1.0571, 3.3183, -4.6411], [2.7258, -2.9738, 3.8231], [2.6983, -3.3218, 4.7021], [1.7172, 2.2988, -4.2515], [2.5768, 2.6977, -5.3980], [2.5975, 2.6509, -4.4687], [-0.2520, 0.8099, 0.8546], [0.4608, 0.8653, 2.1459], [0.5168, 0.2965, 1.2935], [-2.9840, -2.3160, -3.1999], [-2.8164, -1.8825, -1.7259], [-2.3602, -2.2855, -2.4351], [0.4508, -1.3152, -1.7116], [-0.4650, -2.0781, -2.6548], [-0.0668, -1.1742, -2.5027], [0.2415, -4.4705, -1.0930], [0.4808, -3.1788, -0.2077], [0.3167, -3.4719, -1.0914], [-1.3926, -0.0114, -2.4221], [-1.3199, 1.0119, -3.5540], [-1.9084, 0.7171, -2.8090], [-3.4913, 1.7306, 3.0994], [-2.9676, 0.3655, 3.3313], [-3.7797, 0.8492, 3.4567], [-1.8362, 1.0053, -0.7969], [-0.3033, 1.3924, -1.1013], [-1.0493, 1.4748, -0.4543], [-2.6617, -1.2058, 5.5682], [-2.2504, 0.0765, 6.3444], [-2.7819, -0.7206, 6.3834], [-2.4584, 2.8349, 1.1753], [-3.5891, 2.9947, 2.3785], [-2.6470, 2.7244, 2.1033], [-0.9938, -0.4380, -5.6908], [-0.7260, 0.4799, -5.6315], [1.1044, 6.3232, 0.5444], [-0.1429, 6.1482, 1.5980], [0.8802, 6.2843, 1.5000], [-5.2116, -1.0954, 2.3515], [-2.7016, -2.8810, 2.0481], [2.2904, -4.2062, 4.4847], [4.9141, 2.5236, -0.1371], [-4.0625, 4.9782, 0.6394], [-1.2580, 1.0027, -6.2295], [-2.1411, 5.6260, -2.5571], [-1.1653, 5.5246, -2.5334], [-2.4729, 5.2398, -1.7010], [2.1697, -5.9455, 1.4074], [2.0228, -5.1203, 0.8882], [2.5791, -5.5608, 2.2568], [-0.2071, -5.9356, -0.0646], [0.4134, -6.5052, 0.4060], [-1.0190, -5.5986, 0.4149], [3.2466, -1.0395, 3.5448], [2.6374, -0.9071, 4.2538], [3.8760, -0.3701, 3.3273], [4.5367, 0.6400, -4.1854], [4.2386, -0.3642, -4.2869], [3.8580, 1.2708, -3.9361], [-0.2645, -1.3050, 6.0223], [-0.6842, -1.8787, 6.6437], [0.2084, -0.6145, 6.4541], [3.1354, -3.6500, -0.8227], [3.4978, -3.3780, 0.0367], [3.4763, -4.5211, -0.7971]],
  "mulliken_charge": [-0.0524, 0.3277, -0.2490, 0.2905, 0.2653, -0.6696, 0.3244, 0.3451, -0.6869, 0.2869, 0.3284, -0.6485, 0.3398, 0.2020, -0.4445, 0.3036, -0.5988, 0.3480, -0.6191, 0.2188, 0.2150, -0.4280, -0.1792, -0.0062, 0.0345, 0.0535, 0.4065, -0.2363, 0.2696, 0.5668, -0.7393, 0.2517, -0.5507, 0.3010, 0.2620, -0.6139, 0.2969, 0.2955, -0.5919, 0.2429, 0.6561, -0.5636, 0.0440, 0.0472, -0.0009, 0.2818, 0.3535, -0.5980, 0.2959, 0.2676, -0.5804, 0.2684, -0.5578, 0.2659, 0.2698, -0.5382, 0.3679, -0.6335, 0.2478, 0.3059, -0.6347, 0.2169, 0.3929, -0.4184, 0.2286, 0.0594, -0.1151, 0.1383, 0.0595, -0.6042, 0.2491, -0.0007, -0.2563, 0.4894, 0.1959, -0.6297, 0.4603, 0.1046, -0.7059, 0.2130, 0.0166, -0.4724, 0.3305, 0.3349, -0.6223, 0.2907, 0.3935, -0.6821, 0.2618, -0.5284, 0.2690, 0.4255, -0.6609, 0.2657, 0.3129, 0.3172, 0.2391, 0.2703, 0.2367, -0.6394, 0.2952, 0.3239, -0.7151, 0.4558, 0.2789, -0.6571, 0.2728, 0.2973, -0.5571, 0.2629, 0.2042, -0.7522, 0.3167, 0.4494, -0.4891, 0.2950, 0.2547, -0.4644, 0.1950, 0.2698]
}